# 1
ORCA calculation (the ωB97M-V functional and the def2-TZVPD basis) on one molecule with the formula C7H10F4O.

Cartesian coordinates (Å):
C 0.011 -0.667 0.223
C 0.607 0.518 1.071
C -0.831 -0.185 -1.086
C 1.084 -1.646 -0.282
C -0.956 -1.499 1.096
C -0.127 1.452 1.907
C -0.264 0.940 -1.952
O 1.035 0.800 -2.341
F 1.802 0.835 0.798
F -2.090 0.191 -0.666
F -0.358 2.256 -1.454
F -1.080 0.929 -3.062
H 1.586 -1.149 -1.187
H 0.724 -2.618 -0.589
H 1.811 -1.753 0.550
H -1.441 -2.098 0.391
H -1.597 -0.871 1.626
H -0.412 -1.970 1.875
H 0.204 1.259 2.950
H -1.230 1.386 1.627
H 0.194 2.482 1.541
H 1.327 1.408 -3.034

Calculated values
E_LUMO (spin up / spin down), eV: -0.7067 / 0.5946
Orbital gap (spin up / spin down), eV: 6.79 / 9.80
HOMO level (spin up / spin down), Ha: -0.2754 / -0.3384
Multiplicity: 1



# 2
ORCA calculation (the ωB97M-V functional and the def2-TZVPD basis) on one molecule with the formula C7H10FNOS.

Cartesian coordinates (Å):
C -0.047 0.582 0.287
C -2.363 0.304 0.794
C -2.713 -0.034 -0.648
C 2.869 -1.027 1.291
C -1.794 -0.592 -1.407
C 1.861 1.569 -0.937
C 1.161 0.435 -0.236
N -1.044 0.781 0.977
O 0.815 -2.191 -0.204
F 2.997 1.951 -0.214
S 1.907 -1.245 -0.265
H -2.969 1.141 1.137
H -2.466 -0.708 1.511
H -3.578 0.394 -1.137
H 2.318 -1.019 2.323
H 3.234 -0.074 1.322
H 3.640 -1.675 1.423
H -0.932 -0.926 -1.060
H -1.970 -0.756 -2.434
H 2.358 1.476 -1.968
H 1.392 2.570 -1.105

Calculated values
E_LUMO (spin up / spin down), eV: 0.8263 / -2.7508
Orbital gap (spin up / spin down), eV: 6.30 / 6.51
HOMO level (spin up / spin down), Ha: -0.2012 / -0.3402
<S²>: 2.02
Multiplicity: 3



# 3
ORCA calculation (the ωB97M-V functional and the def2-TZVPD basis) on C7H10FeIN as an isolated structure.

Cartesian coordinates (Å):
C -0.890 0.299 -1.128
C 0.501 0.563 -1.099
C 0.800 1.316 0.112
C -0.380 1.845 0.619
C -1.606 1.304 0.063
Fe 0.201 -0.737 0.412
N -2.418 1.227 1.195
C 0.754 -2.231 -0.537
C 1.843 -1.595 0.136
H 1.789 1.514 0.503
H 1.270 0.187 -1.782
H -0.422 2.569 1.404
H -2.240 1.828 -0.655
H -1.488 0.052 -2.016
H 2.569 -0.959 -0.343
H -0.002 -2.959 -0.132
H -2.953 0.383 1.032
H 2.173 -1.948 1.108
H 0.571 -2.124 -1.621
I -0.071 -0.535 2.729

Calculated values
E_LUMO (spin up / spin down), eV: 3.2923 / 3.2307
Energy above the lowest of the compared OMol25 structures with the same formula, charge and spin, kcal per mole: 67.8
Net charge: -1
Orbital gap (spin up / spin down), eV: 4.62 / 6.65
HOMO level (spin up / spin down), Ha: -0.0489 / -0.1258
<S²>: 8.83
Multiplicity: 6



# 4
ORCA calculation (the ωB97M-V functional and the def2-TZVPD basis) on an isolated ion of composition C7H10N and charge +1.

Cartesian coordinates (Å):
C 1.174 1.316 0.822
C 2.076 0.678 0.069
C -0.492 -0.646 0.174
C -0.574 -1.941 0.371
C -1.110 0.589 -0.426
C 0.001 0.556 0.592
C 2.444 -0.515 -0.525
N -2.506 1.021 -0.082
H 1.267 2.196 1.338
H 0.149 -2.364 1.153
H -1.148 -2.544 -0.169
H -0.933 0.741 -1.463
H 2.820 -0.534 -1.539
H 1.800 -1.364 -0.318
H 3.448 -0.973 -0.075
H -3.316 0.756 -0.691
H -2.278 2.074 -0.116
H -2.821 0.953 0.885

Calculated values
E_LUMO (spin up / spin down), eV: -3.8482 / -4.6110
Energy above the lowest of the compared OMol25 structures with the same formula, charge and spin, kcal per mole: 141.0
Net charge: +1
Orbital gap (spin up / spin down), eV: 7.81 / 7.12
HOMO level (spin up / spin down), Ha: -0.4283 / -0.4310
Multiplicity: 1



# 5
ORCA calculation (the ωB97M-V functional and the def2-TZVPD basis) on a 2-piece molecular cluster, C7H10N2 overall.

Cartesian coordinates (Å):
C -0.428 -0.595 2.368
C 0.656 -0.219 1.341
C 0.081 -0.086 -0.975
C -1.127 0.063 -1.916
C -2.480 0.390 -1.280
C 1.389 0.862 -0.890
C 2.675 0.260 -0.877
H -1.011 -1.282 2.031
H -0.052 -1.008 3.319
H -1.099 0.248 2.461
H 1.224 -0.915 0.975
H 1.493 0.448 1.819
H 0.170 -1.248 -0.766
H -1.067 -0.184 -3.044
H -2.329 0.323 0.156
H -3.318 0.744 -1.912
H 1.073 1.854 -1.414
N 0.382 0.562 0.066
N 3.767 -0.216 -1.461

Calculated values
E_LUMO, eV: 0.1706
Energy above the lowest of the compared OMol25 structures with the same formula, charge and spin, kcal per mole: 215.8
Orbital gap, eV: 9.09
HOMO level, Ha: -0.3277
Multiplicity: 1



# 6
ORCA calculation (the ωB97M-V functional and the def2-TZVPD basis) on one molecule with the formula C7H10N2.

Cartesian coordinates (Å):
C -1.427 1.296 -0.105
C -1.812 -0.280 -0.569
C -0.677 -1.311 0.025
C 0.909 -1.287 0.113
C 1.380 1.490 0.212
C -0.033 0.856 0.090
C 0.018 -0.496 0.972
H -1.942 1.582 0.899
H -1.489 2.188 -0.887
H -2.752 -0.452 -0.235
H -1.724 -0.103 -1.712
H -0.991 -2.286 0.378
H 0.991 -2.288 0.450
H 2.956 -1.072 -1.029
H 1.771 2.301 0.750
H 0.387 0.350 -0.773
H 0.043 -0.520 2.170
N 2.036 -0.626 -0.623
N 2.358 0.658 -0.127

Calculated values
E_LUMO, eV: 1.0929
Energy above the lowest of the compared OMol25 structures with the same formula, charge and spin, kcal per mole: 157.0
Orbital gap, eV: 9.26
SMILES: C1=NN[C@@H]2[C@@H]3CC[C@@H]1[C@@H]32
HOMO level, Ha: -0.3003
Multiplicity: 1



# 7
ORCA calculation (the ωB97M-V functional and the def2-TZVPD basis) on a 2-piece molecular cluster, C7H10N2 overall.

Cartesian coordinates (Å):
C -2.784 -1.787 -0.093
C -2.969 -0.610 -0.026
C 0.732 0.105 -1.385
C 0.302 0.190 0.830
C 1.075 -0.641 -0.135
C 2.593 -0.674 0.104
C -1.071 2.171 0.574
N -0.015 1.111 -1.188
N -0.294 1.185 0.174
H -2.628 -2.824 -0.133
H 1.094 -0.135 -2.369
H 0.219 0.062 1.886
H 0.709 -1.678 -0.202
H 3.009 0.329 -0.002
H 3.079 -1.332 -0.612
H 2.801 -1.032 1.108
H -3.124 0.427 0.016
H -1.308 2.269 1.613
H -1.421 2.864 -0.159

Calculated values
E_LUMO (spin up / spin down), eV: 1.1075 / -0.3271
Energy above the lowest of the compared OMol25 structures with the same formula, charge and spin, kcal per mole: 43.0
Orbital gap (spin up / spin down), eV: 6.26 / 9.89
HOMO level (spin up / spin down), Ha: -0.1894 / -0.3753
<S²>: 2.02
Multiplicity: 3



# 8
ORCA calculation (the ωB97M-V functional and the def2-TZVPD basis) on a 2-piece molecular cluster, C7H10N2O overall.

Cartesian coordinates (Å):
C 1.397 1.095 2.211
C 0.079 1.630 2.457
C -0.587 2.179 1.356
C 0.056 2.309 0.137
C 1.196 1.815 0.124
C -0.933 -2.620 -1.209
C -0.348 -1.253 -1.070
H 1.948 0.811 3.084
H -0.603 1.502 3.389
H -1.585 2.555 1.564
H -0.406 2.804 -0.777
H 1.824 1.866 -0.802
H -1.017 -4.174 -2.539
H -0.276 -2.665 -3.142
H -0.901 -0.617 -0.388
H -0.208 -0.738 -2.096
H 0.673 -1.302 -0.677
N 1.932 1.141 1.056
N -0.947 -3.112 -2.474
O -1.294 -3.226 -0.203

Calculated values
E_LUMO, eV: 0.7624
Energy above the lowest of the compared OMol25 structures with the same formula, charge and spin, kcal per mole: 40.2
Orbital gap, eV: 10.46
SMILES: c1ccncc1.CC(N)=O
HOMO level, Ha: -0.3565
Multiplicity: 1



# 9
ORCA calculation (the ωB97M-V functional and the def2-TZVPD basis) on one molecule with the formula C7H10N2O2.

Cartesian coordinates (Å):
C -0.576 0.328 0.706
C -2.534 0.399 -1.012
C -1.104 -1.017 1.019
C -3.073 -0.684 -0.514
C -1.261 0.899 -0.665
C -2.208 -1.553 0.470
C 3.578 0.760 0.174
N 1.527 -0.485 -0.028
N 2.758 -0.449 -0.215
O 0.900 0.562 0.663
O 3.439 -1.317 -0.746
H -0.803 1.021 1.513
H -3.035 0.956 -1.841
H -0.495 -1.658 1.693
H -4.077 -1.052 -0.681
H -1.123 2.032 -0.560
H -0.470 0.675 -1.344
H -2.687 -2.472 0.869
H 3.842 1.193 -0.907
H 4.525 0.485 0.727
H 2.875 1.377 0.678

Calculated values
E_LUMO, eV: 0.7111
Energy above the lowest of the compared OMol25 structures with the same formula, charge and spin, kcal per mole: 165.9
Orbital gap, eV: 9.48
SMILES: C/[N+]([O-])=N\O[C@@H]1C=CC=CC1
HOMO level, Ha: -0.3223
Multiplicity: 1



# 10
ORCA calculation (the ωB97M-V functional and the def2-TZVPD basis) on a 2-piece molecular cluster, C7H10N2O2PS overall.

Cartesian coordinates (Å):
C -4.061 0.551 -0.175
C -3.611 1.060 1.043
C -3.147 -0.065 -0.975
C -2.282 0.908 1.373
C -1.823 -0.147 -0.647
C -1.348 0.281 0.556
C 1.041 -0.009 0.235
N -0.006 0.198 1.007
N 2.221 -0.193 0.795
O 4.416 -1.114 1.238
O 3.596 -1.166 -2.340
P 3.821 0.107 0.510
S 4.932 1.541 -0.075
H -5.142 0.738 -0.400
H -4.347 1.663 1.566
H -3.388 -0.307 -2.070
H -1.833 1.147 2.353
H -1.196 -0.659 -1.271
H 0.686 -0.215 -0.821
H -0.003 0.406 1.982
H 3.120 -1.203 -3.203
H 3.931 -1.749 1.805
H 4.422 -1.775 -2.483

Calculated values
E_LUMO, eV: -4.3487
Energy above the lowest of the compared OMol25 structures with the same formula, charge and spin, kcal per mole: 29.8
Net charge: +1
Orbital gap, eV: 8.06
HOMO level, Ha: -0.4558
Multiplicity: 1



# 11
ORCA calculation (the ωB97M-V functional and the def2-TZVPD basis) on one molecule with the formula C7H10N2O2S.

Cartesian coordinates (Å):
C 1.203 -2.386 -0.099
C -0.111 -1.764 -0.414
C 2.219 -1.586 0.181
C 0.894 1.800 -0.072
C -0.516 1.779 -0.674
C -0.802 -1.142 0.545
C 1.337 0.497 0.534
N 2.118 -0.239 -0.005
N -1.578 1.399 0.194
O -2.431 -0.473 -1.286
O -3.237 0.024 1.061
S -2.174 -0.156 0.101
H 1.112 -3.474 -0.104
H -0.643 -1.998 -1.441
H 3.191 -2.046 0.433
H 1.519 2.168 -0.916
H 1.007 2.561 0.774
H -0.719 2.767 -1.119
H -0.602 1.069 -1.532
H -0.449 -1.096 1.557
H 0.581 0.347 1.371
H -1.917 1.950 0.912

Calculated values
E_LUMO, eV: 0.2915
Energy above the lowest of the compared OMol25 structures with the same formula, charge and spin, kcal per mole: 97.7
Orbital gap, eV: 9.35
SMILES: O=S1(=O)/C=C/C=C\N=C\CCN1
HOMO level, Ha: -0.3327
Multiplicity: 1



# 12
ORCA calculation (the ωB97M-V functional and the def2-TZVPD basis) on one molecule with the formula C7H10N2O4S.

Cartesian coordinates (Å):
C -0.235 -2.314 -0.133
C -1.383 -1.538 -0.038
C 0.368 -0.229 -0.417
C 3.127 -1.071 0.325
C -2.880 -1.843 0.116
C -0.621 4.174 0.693
C 2.212 -1.788 -0.818
N 0.826 -1.458 -0.383
N -0.915 -0.205 -0.104
O 2.835 0.133 0.439
O 3.854 -1.820 0.943
O -0.883 3.028 0.037
O 0.217 2.467 -0.841
S 1.501 1.568 -0.300
H -0.103 -3.306 -0.296
H -3.301 -1.363 1.022
H -3.564 -1.447 -0.806
H -2.863 -2.874 0.321
H -1.572 4.539 1.138
H -0.065 4.892 -0.063
H 0.236 3.960 1.415
H 2.338 -1.237 -1.692
H 2.400 -2.900 -0.785
H -1.529 0.630 0.228

Calculated values
E_LUMO, eV: 0.1424
Energy above the lowest of the compared OMol25 structures with the same formula, charge and spin, kcal per mole: 108.8
Orbital gap, eV: 8.91
HOMO level, Ha: -0.3222
Multiplicity: 1



Which value of multiplicity does entry 5 give?
1